DFT (ωB97M-V with the def2-TZVPD basis set) results for a structure of composition C16H13CoF5N4SSeTe4 at a distorted geometry.

```
45
Properties=species:S:1:pos:R:3:forces:R:3:lowdin_charge:R:1
Co 0.838778 1.705410 0.412612 0.9 -1.9 -1.1 -0.620
C -0.580137 -2.248524 3.651094 0.0 0.0 0.0 -0.105
C 0.878262 -1.917633 3.962813 -0.1 -0.1 -0.2 -0.316
N 1.729556 -1.822057 2.788750 0.1 0.1 0.1 -0.051
C 1.537702 -0.800950 1.861334 0.0 0.2 -0.2 -0.746
S 0.879066 0.718129 2.403165 0.1 -0.4 0.7 0.569
N 1.912178 -1.025542 0.643620 0.0 -0.2 0.0 0.006
N 1.727965 0.064441 -0.163962 -0.1 0.0 0.0 -0.104
C 1.979271 -0.038642 -1.462876 0.1 -0.1 0.1 -0.319
C 2.557308 -1.281391 -2.072473 0.0 0.1 0.0 -0.055
C 1.651937 1.103817 -2.205557 0.0 0.0 -0.1 -0.228
C 1.928159 1.269162 -3.592256 0.0 0.0 0.1 -0.057
C 1.597202 2.427525 -4.230185 -0.1 0.1 0.1 -0.128
C 0.985811 3.470237 -3.488218 0.0 0.0 0.0 -0.107
C 0.750787 3.258957 -2.145238 0.0 0.1 -0.2 -0.192
N 1.039154 2.134779 -1.496745 0.1 0.0 0.0 -0.049
H -1.156468 -2.365338 4.574966 0.0 0.0 -0.1 0.063
H -0.652190 -3.174367 3.072876 0.0 0.0 0.0 0.065
H -1.028824 -1.440681 3.069925 0.0 0.0 0.0 0.052
H 1.309424 -2.686095 4.610024 0.0 0.0 0.0 0.098
H 0.935236 -0.969014 4.493921 0.0 0.0 0.0 0.075
H 1.914431 -2.699939 2.326429 0.0 0.0 -0.1 0.110
H 2.420904 -2.107332 -1.380799 0.0 0.0 0.0 0.051
H 3.630431 -1.170762 -2.264971 0.0 0.0 0.0 0.073
H 2.064656 -1.521448 -3.017184 0.0 0.0 0.0 0.066
H 2.426933 0.464030 -4.118892 0.0 0.0 0.0 0.089
H 1.806618 2.554387 -5.286862 0.0 0.0 0.0 0.081
H 0.713591 4.416685 -3.935594 0.0 0.0 0.0 0.078
H 0.301254 4.052072 -1.559689 0.0 0.0 0.1 0.027
Te 2.451057 3.593383 1.172098 0.5 0.5 0.2 0.260
Te -0.673339 6.188144 0.510064 -0.2 0.1 0.3 -0.051
Te -0.763563 4.833185 3.853100 0.0 0.2 -0.1 -0.056
Te -0.217517 3.690183 1.458651 -0.1 2.1 0.7 -0.145
F -4.254239 -4.071754 -0.329732 0.0 0.0 0.0 0.083
C -3.682715 -2.852914 -0.283171 0.0 -0.1 0.0 -0.162
C -2.384562 -2.668362 -0.707531 0.2 0.1 -0.1 -0.154
F -1.694545 -3.720542 -1.184854 0.0 0.0 0.0 0.090
C -1.803776 -1.411787 -0.647098 0.0 0.1 -0.1 -0.238
F -0.567104 -1.295189 -1.144569 -0.1 -0.1 0.2 0.092
C -2.461343 -0.297478 -0.124067 0.0 -0.3 0.3 -0.469
Se -1.634759 1.371631 0.308238 -1.3 -0.6 -0.7 0.615
C -3.793143 -0.522121 0.246769 0.2 0.0 -0.1 -0.271
F -4.545414 0.488087 0.703907 0.0 0.0 0.1 0.059
C -4.394565 -1.762953 0.172473 -0.1 0.1 0.0 -0.159
F -5.679469 -1.931427 0.545698 0.0 0.0 0.0 0.082
```
Positions in Å, forces in eV/Å.

Values from the calculation:
Maximum force   0.04687 hartree/bohr
Energy   -6590.3464 Ha
<S²>   3.853
Energy relative to the best compared isomer or geometry (same formula, charge and spin)   13.00 kcal/mol
Total charge   -2
Multiplicity   4
Frontier orbital gap (spin up / spin down)   0.1391 / 0.1762 Ha